Density functional theory data (ωB97M-V/def2-TZVPD) for a single C20H30N2O3S molecule.

Last column: natural (NBO) charge in e.
Geometry (Å):
C -2.405 -0.577 -2.750  -0.25
O -2.420 -0.147 -1.408  -0.53
C -3.601 -0.157 -0.719  0.40
C -4.817 -0.497 -1.301  -0.32
C -5.983 -0.502 -0.556  -0.17
C -5.957 -0.182 0.789  -0.25
C -4.751 0.147 1.377  -0.13
C -3.568 0.179 0.646  -0.23
C -2.339 0.540 1.414  0.67
O -2.276 0.389 2.622  -0.64
N -1.315 1.061 0.704  -0.60
C -0.079 1.472 1.337  -0.17
C -0.112 2.944 1.755  -0.41
C 1.025 3.286 2.706  -0.52
S 1.155 2.175 4.148  0.16
C -0.516 2.323 4.850  -0.75
C 1.066 1.184 0.360  0.68
O 1.692 2.053 -0.212  -0.64
N 1.273 -0.132 0.180  -0.60
C 2.255 -0.670 -0.744  -0.07
C 1.516 -1.283 -1.943  -0.39
C 2.334 -2.263 -2.787  -0.41
C 3.786 -1.842 -3.025  -0.41
C 4.733 -2.349 -1.938  -0.39
C 4.602 -1.635 -0.595  -0.39
C 3.190 -1.639 -0.012  -0.41
H -1.362 -0.523 -3.060  0.20
H -3.005 0.076 -3.390  0.18
H -2.757 -1.609 -2.845  0.18
H -4.867 -0.760 -2.346  0.22
H -6.914 -0.764 -1.036  0.22
H -6.863 -0.193 1.373  0.22
H -4.692 0.387 2.428  0.24
H -1.421 1.228 -0.283  0.42
H 0.040 0.854 2.236  0.25
H -0.015 3.572 0.867  0.23
H -1.076 3.148 2.226  0.21
H 0.918 4.304 3.081  0.22
H 1.984 3.190 2.199  0.24
H -0.784 3.374 4.912  0.21
H -1.226 1.765 4.245  0.24
H -0.466 1.894 5.845  0.23
H 0.688 -0.791 0.671  0.40
H 2.834 0.198 -1.072  0.23
H 1.175 -0.458 -2.573  0.20
H 0.627 -1.803 -1.573  0.20
H 2.330 -3.248 -2.316  0.19
H 1.827 -2.370 -3.749  0.21
H 3.854 -0.757 -3.106  0.20
H 4.116 -2.262 -3.977  0.21
H 4.561 -3.419 -1.796  0.19
H 5.763 -2.230 -2.285  0.21
H 5.276 -2.121 0.115  0.21
H 4.932 -0.599 -0.702  0.20
H 3.254 -1.312 1.029  0.22
H 2.778 -2.649 -0.019  0.20

Output
Kohn-Sham gap, eV: 8.71
Net charge: 0
SMILES: COc1ccccc1C(=O)N[C@H](CCSC)C(=O)NC1CCCCCC1
Highest occupied orbital energy, eV: -8.15

=====

Density functional theory data (ωB97M-V/def2-TZVPD) for C20H30N2O4RuS7Si as an isolated structure at a distorted geometry.

Last column: natural (NBO) charge in e.
Geometry (Å):
Ru 1.563 -1.032 1.158  1.03
S 2.933 -1.873 2.830  0.07
C 3.948 -0.488 2.588  -0.25
S 3.438 0.401 1.189  0.09
C 4.988 -0.130 3.389  -0.34
C 5.702 1.080 3.159  0.27
N 6.265 2.069 2.991  -0.26
C 5.361 -0.927 4.508  0.27
N 5.663 -1.572 5.411  -0.26
C 1.759 -5.121 -2.638  -0.73
S 0.303 -4.092 -2.995  0.29
C -0.561 -4.150 -1.470  -0.38
C -0.103 -3.802 -0.238  -0.45
S 1.476 -3.200 0.128  0.01
S -1.183 -4.200 1.098  0.47
C -2.529 -4.743 0.146  -0.58
S -3.948 -5.234 0.788  0.00
S -2.199 -4.740 -1.558  0.51
H 2.234 -5.285 -3.603  0.24
H 1.432 -6.069 -2.217  0.23
H 2.440 -4.614 -1.965  0.23
C -0.238 4.911 0.189  -0.62
C 0.421 3.540 0.098  0.28
C 1.333 3.322 1.300  -0.63
C 1.191 3.404 -1.213  -0.64
O -0.643 2.580 0.151  -0.94
Si -0.775 1.036 -0.333  2.50
O 0.528 0.113 0.021  -1.12
O -2.067 0.429 0.468  -0.93
C -2.357 0.451 1.871  0.28
C -1.160 -0.050 2.696  -0.63
C -2.712 1.868 2.321  -0.64
C -3.566 -0.454 2.065  -0.62
O -1.058 1.032 -1.925  -0.93
C -1.000 0.026 -2.947  0.28
C 0.318 -0.742 -2.899  -0.63
C -2.187 -0.919 -2.773  -0.63
C -1.099 0.779 -4.270  -0.62
H 0.522 5.693 0.177  0.21
H -0.811 4.993 1.113  0.21
H -0.913 5.057 -0.655  0.22
H 2.214 3.962 1.240  0.22
H 1.657 2.286 1.326  0.20
H 0.800 3.544 2.227  0.21
H 1.879 4.238 -1.346  0.22
H 0.484 3.387 -2.044  0.23
H 1.758 2.470 -1.225  0.21
H -0.390 0.729 2.754  0.21
H -0.750 -0.952 2.224  0.18
H -1.464 -0.317 3.707  0.23
H -1.895 2.551 2.099  0.23
H -2.926 1.881 3.390  0.21
H -3.595 2.208 1.779  0.22
H -3.368 -1.445 1.668  0.22
H -4.416 -0.037 1.525  0.22
H -3.824 -0.540 3.121  0.21
H 0.374 -1.360 -2.006  0.21
H 1.153 -0.039 -2.874  0.21
H 0.415 -1.378 -3.777  0.22
H -2.177 -1.336 -1.764  0.21
H -2.144 -1.728 -3.504  0.21
H -3.121 -0.370 -2.902  0.22
H -0.222 1.413 -4.404  0.21
H -1.988 1.410 -4.269  0.22
H -1.162 0.076 -5.100  0.21

Output
Kohn-Sham gap (spin up / spin down), eV: 6.34 / 5.02
Net charge: 0
Spin multiplicity: 5
Highest occupied orbital energy (spin up / spin down), eV: -8.55 / -8.53

=====

Density functional theory data (ωB97M-V/def2-TZVPD) for a single C20H30N2O5S molecule at a distorted geometry.

Last column: natural (NBO) charge in e.
Geometry (Å):
C -1.602 -4.394 0.513  -0.62
C -1.174 -2.949 0.643  -0.65
S -2.599 -1.899 0.256  2.31
O -3.486 -1.899 1.389  -0.95
O -3.138 -2.279 -1.017  -0.95
N -1.869 -0.389 0.084  -0.66
C -2.285 0.376 -1.082  -0.26
C -3.631 0.969 -0.793  -0.07
C -4.732 0.826 -1.620  -0.18
C -5.959 1.332 -1.225  -0.21
C -6.090 1.959 0.002  -0.20
C -4.994 2.087 0.840  -0.23
C -3.760 1.598 0.444  0.07
C -2.524 1.710 1.283  -0.45
C -1.753 0.378 1.311  -0.16
C -0.251 0.605 1.419  0.82
O 0.339 1.545 0.950  -0.62
O 0.356 -0.415 2.027  -0.49
C 1.778 -0.394 1.918  -0.18
C 2.120 -0.561 0.419  0.68
O 1.371 -1.244 -0.255  -0.65
N 3.200 0.067 -0.076  -0.44
C 4.170 0.784 0.744  -0.02
C 3.923 2.293 0.679  -0.63
C 5.611 0.426 0.369  -0.62
C 3.331 0.164 -1.538  -0.03
C 3.654 -1.194 -2.158  -0.62
C 2.080 0.781 -2.165  -0.63
H -2.410 -4.602 1.211  0.22
H -1.967 -4.574 -0.495  0.23
H -0.771 -5.066 0.719  0.22
H -0.391 -2.667 -0.055  0.27
H -0.877 -2.690 1.654  0.24
H -2.321 -0.317 -1.921  0.25
H -1.525 1.143 -1.270  0.22
H -4.627 0.314 -2.564  0.21
H -6.817 1.226 -1.871  0.21
H -7.050 2.343 0.313  0.21
H -5.099 2.566 1.802  0.21
H -1.860 2.463 0.845  0.24
H -2.766 2.017 2.301  0.23
H -2.100 -0.264 2.124  0.26
H 2.136 -1.246 2.497  0.22
H 2.138 0.549 2.335  0.20
H 4.036 0.445 1.773  0.20
H 4.156 2.682 -0.309  0.21
H 4.546 2.806 1.407  0.21
H 2.878 2.507 0.892  0.23
H 5.901 0.833 -0.595  0.21
H 6.281 0.836 1.120  0.22
H 5.737 -0.653 0.347  0.22
H 4.166 0.841 -1.724  0.20
H 2.833 -1.883 -1.988  0.24
H 3.801 -1.080 -3.229  0.21
H 4.560 -1.610 -1.724  0.20
H 1.803 1.689 -1.635  0.22
H 1.247 0.087 -2.117  0.24
H 2.277 1.023 -3.206  0.21

Output
Kohn-Sham gap, eV: 9.45
Net charge: 0
SMILES: CCS(=O)(=O)N1Cc2ccccc2C[C@@H]1C(=O)OCC(=O)N(C(C)C)C(C)C
Highest occupied orbital energy, eV: -8.89

=====

Density functional theory data (ωB97M-V/def2-TZVPD) for a single C20H30N4O3 molecule.

Last column: natural (NBO) charge in e.
Geometry (Å):
C -8.079 -1.085 -0.983  -0.60
C -7.513 -1.423 0.393  -0.40
C -6.979 -0.195 1.145  -0.40
C -5.460 -0.044 1.086  -0.40
C -4.939 0.197 -0.329  -0.23
N -3.498 0.425 -0.320  -0.46
C -2.697 -0.697 -0.377  0.80
O -3.134 -1.822 -0.454  -0.62
N -1.343 -0.463 -0.344  -0.61
C -0.762 0.778 -0.258  0.28
C 0.622 0.932 -0.226  -0.27
C 1.173 2.202 -0.150  -0.07
C 2.654 2.428 -0.148  0.66
O 3.164 3.375 -0.713  -0.61
N 3.363 1.515 0.553  -0.61
C 4.804 1.554 0.626  -0.26
C 5.491 0.645 -0.422  -0.21
N 5.411 -0.776 -0.207  -0.47
C 4.107 -1.381 -0.347  -0.20
C 4.213 -2.792 -0.923  -0.61
C 6.236 -1.290 0.871  -0.22
C 7.547 -1.858 0.330  -0.60
C 0.341 3.324 -0.121  -0.22
C -1.027 3.174 -0.134  -0.12
C -1.593 1.901 -0.199  -0.22
C -3.051 1.737 -0.216  0.68
O -3.834 2.659 -0.150  -0.59
H -8.918 -0.399 -0.887  0.20
H -8.433 -1.988 -1.476  0.21
H -7.330 -0.620 -1.617  0.20
H -6.714 -2.159 0.288  0.20
H -8.306 -1.888 0.981  0.20
H -7.445 0.709 0.747  0.20
H -7.258 -0.268 2.198  0.21
H -4.987 -0.944 1.485  0.21
H -5.164 0.804 1.710  0.21
H -5.124 -0.674 -0.958  0.23
H -5.404 1.087 -0.757  0.23
H -0.759 -1.287 -0.398  0.42
H 1.247 0.052 -0.295  0.21
H 2.883 0.763 1.019  0.40
H 5.114 1.276 1.637  0.20
H 5.100 2.587 0.428  0.24
H 6.549 0.915 -0.453  0.20
H 5.058 0.873 -1.400  0.21
H 3.560 -1.428 0.615  0.15
H 3.528 -0.765 -1.040  0.20
H 4.748 -2.762 -1.867  0.21
H 4.748 -3.451 -0.244  0.20
H 3.221 -3.205 -1.092  0.21
H 6.466 -0.502 1.601  0.18
H 5.694 -2.077 1.403  0.19
H 7.345 -2.664 -0.371  0.21
H 8.157 -2.242 1.144  0.20
H 8.105 -1.085 -0.191  0.20
H 0.797 4.300 -0.089  0.24
H -1.691 4.024 -0.101  0.24

Output
Kohn-Sham gap, eV: 8.33
Net charge: 0
SMILES: CCCCCn1c(=O)[nH]c2cc(C(=O)NCCN(CC)CC)ccc2c1=O
Highest occupied orbital energy, eV: -8.40

=====

Number 1: calculated total energy -1513.56478 a.u.. Number 2: calculated total energy -4362.38863 a.u.. Number 3: calculated total energy -1664.03290 a.u.. Number 4: calculated total energy -1224.93325 a.u..